Entry 1:
ORCA calculation (the ωB97M-V functional and the def2-TZVPD basis) on one molecule with the formula C15H10BrFN4.

Summary:
- Spin multiplicity: 1
- Lowest unoccupied orbital energy: 0.1 eV
- Highest occupied orbital energy: -8.8 eV
- Kohn-Sham gap: 8.90 eV
- Charge: 0
- SMILES: Nc1cc(Br)c(-c2ccnc(F)c2)c(-c2cccnc2)n1
- Calculated total energy: -3470.4617 Ha
- F_max: 0.1388 Eh/bohr

Last column: natural (NBO) charge in e.
Positions of all 31 atoms, in Å:
F  -4.1496  1.3640  -1.5328  -0.292
Br  1.0625  3.7435  -1.5722  0.064
N  -1.0042  -3.3983  -0.0186  -0.417
N  -3.3214  2.2214  0.3783  -0.453
N  2.3087  -0.7911  -0.2741  -0.458
C  -1.5400  -3.4160  1.1560  0.038
C  -2.3085  2.5795  1.1179  0.052
C  -0.1537  -2.4567  -0.3849  0.055
C  -3.1696  1.3780  -0.6698  0.581
C  1.0519  -0.2863  -0.0361  0.232
C  3.1830  0.1199  -0.8867  0.403
C  -1.3225  -2.3926  2.0776  -0.241
C  2.7984  1.4716  -1.2108  -0.355
C  -0.3358  -1.4028  1.7577  -0.154
C  -1.0604  1.9933  0.9007  -0.249
C  -1.9185  0.8126  -0.9551  -0.294
C  1.4676  1.8593  -1.0753  0.042
C  0.1059  -1.3736  0.4323  -0.106
C  -0.7476  1.1982  -0.1980  0.004
C  0.5852  0.9551  -0.4256  -0.164
N  4.3641  -0.5582  -1.2301  -0.801
H  -2.2708  -4.2011  1.4750  0.192
H  -2.5902  3.0629  2.0093  0.201
H  0.2532  -2.4792  -1.3944  0.200
H  -1.7510  -2.3684  3.0327  0.214
H  3.4658  2.1914  -1.6342  0.239
H  -0.0441  -0.5955  2.5270  0.227
H  -0.2716  2.1437  1.6938  0.214
H  -1.8681  0.3994  -1.9385  0.227
H  4.8440  -0.2397  -2.0801  0.391
H  4.3374  -1.5342  -1.0411  0.408

---

Entry 2:
ORCA calculation (the ωB97M-V functional and the def2-TZVPD basis) on one molecule with the formula C4H8O2S.

Summary:
- Spin multiplicity: 1
- Lowest unoccupied orbital energy: 0.7 eV
- ΔE to the lowest compared entry with this formula, charge and spin: 67.9 kcal/mol
- Highest occupied orbital energy: -9.4 eV
- Kohn-Sham gap: 10.04 eV
- Charge: 0
- SMILES: COC(=O)CCS
- Calculated total energy: -705.7874 Ha
- F_max: 0.2436 Eh/bohr

Last column: natural (NBO) charge in e.
Positions of all 15 atoms, in Å:
C  0.0185  -1.3491  -2.0121  -0.235
C  0.6321  -0.9352  0.1800  0.787
C  0.5413  0.2296  1.1258  -0.526
C  -0.7545  0.9804  0.7702  -0.402
H  -1.1150  -1.1862  -2.0517  0.182
H  0.3016  -2.3512  -1.8745  0.207
H  0.4419  -1.3322  -2.7952  0.168
H  1.2890  1.0445  0.9205  0.240
H  0.3884  -0.0436  2.1993  0.248
H  -0.6749  1.4524  -0.1865  0.219
H  -1.5153  0.4283  0.9134  0.190
H  0.0755  3.2222  1.4642  0.113
O  0.7302  -0.5214  -1.0900  -0.513
O  0.5604  -2.1473  0.5278  -0.589
S  -0.9192  2.5087  1.9088  -0.088

---

Entry 3:
ORCA calculation (the ωB97M-V functional and the def2-TZVPD basis) on a 2-piece molecular cluster, C4H13N2O overall.

Summary:
- Spin multiplicity: 1
- Lowest unoccupied orbital energy: -3.2 eV
- ΔE to the lowest compared entry with this formula, charge and spin: 50.3 kcal/mol
- Highest occupied orbital energy: -13.1 eV
- Kohn-Sham gap: 9.87 eV
- Charge: +1
- Calculated total energy: -344.6867 Ha
- F_max: 0.0486 Eh/bohr

Last column: natural (NBO) charge in e.
Positions of all 20 atoms, in Å:
C  -1.8967  1.1484  -0.3651  -0.625
C  -1.5183  -0.3334  -0.1176  -0.444
C  -0.1472  -0.4601  0.4900  0.038
C  0.0872  -1.3042  1.5091  0.033
N  1.3639  -1.3390  2.1257  -0.818
N  0.9524  0.4218  0.0241  -0.698
H  -1.5312  1.4329  -1.3599  0.187
H  -1.4757  1.7518  0.4424  0.212
H  -2.9715  1.2912  -0.4427  0.257
H  -2.3233  -0.7494  0.4864  0.255
H  -1.5229  -0.9401  -1.0225  0.223
H  -0.7644  -1.6235  2.0879  0.230
H  1.3627  -2.0323  2.8654  0.399
H  2.0613  -1.6945  1.4800  0.376
H  1.4160  -0.0739  -0.7425  0.453
H  0.4992  1.2387  -0.3865  0.458
H  1.7062  0.7515  0.6221  0.455
H  -0.0189  1.0794  -2.7432  0.474
H  1.0800  2.1195  -3.0816  0.498
O  0.9386  1.2138  -2.7655  -0.965

---

Entry 4:
ORCA calculation (the ωB97M-V functional and the def2-TZVPD basis) on one molecule with the formula C6H12S2.

Summary:
- Spin multiplicity: 1
- Lowest unoccupied orbital energy: 0.8 eV
- ΔE to the lowest compared entry with this formula, charge and spin: 34.7 kcal/mol
- Highest occupied orbital energy: -8.5 eV
- Kohn-Sham gap: 9.26 eV
- Charge: 0
- SMILES: CSC1(SC)C[C@@H]1C
- Calculated total energy: -1032.1341 Ha
- F_max: 0.0427 Eh/bohr

Last column: natural (NBO) charge in e.
Positions of all 20 atoms, in Å:
C  -0.4748  2.1620  1.0980  -0.779
C  0.7598  0.2314  -0.6072  -0.340
C  2.0282  -0.5351  -0.4278  -0.425
C  0.9594  -0.7435  0.6079  -0.232
C  0.2587  -2.0615  0.7172  -0.622
C  -1.8092  0.2610  -1.4622  -0.773
H  -1.4855  1.6637  0.8479  0.230
H  -0.6869  3.2848  1.2261  0.239
H  -0.0389  1.8283  2.1303  0.219
H  2.1917  -1.3204  -1.2450  0.220
H  2.9516  0.0016  -0.2478  0.231
H  1.1004  -0.2068  1.5484  0.222
H  0.7604  -2.8364  1.3677  0.220
H  0.1894  -2.4616  -0.3070  0.225
H  -0.7521  -1.9423  1.1254  0.208
H  -2.1610  -0.3186  -0.5431  0.215
H  -1.8148  1.3580  -1.3445  0.226
H  -2.5278  0.0068  -2.2425  0.232
S  0.7876  1.9954  -0.2077  0.243
S  -0.2362  -0.3669  -2.0340  0.243